# 1
Formula: C4H8O
Source: the Open Molecules 2025 dataset
Level of theory: wB97M-V/def2-TZVPD

```
! wB97M-V def2-TZVPD RIJCOSX def2/J DEFGRID3
* xyz 0 1
C 0.02874 0.34434 1.43364
C 0.35778 -0.06503 0.01540
O 1.65069 -0.57728 -0.16936
C -0.16832 0.74196 -1.12564
C -0.75560 -0.61813 -0.82149
H -0.99286 0.73628 1.49906
H 0.71784 1.11872 1.78302
H 0.09681 -0.51421 2.11297
H 1.62333 -1.51816 0.04650
H -0.75936 1.63144 -0.92518
H 0.47915 0.80655 -1.99527
H -1.72307 -0.66306 -0.33080
H -0.55511 -1.42342 -1.52284
*
```

Computed properties:
LUMO   1.02 eV
Relative energy (zero: lowest compared OMol25 entry of this formula, charge and spin)   0.9244 eV
SMILES   CC1(O)CC1
Maximum force   0.35 eV Å⁻¹
Orbital gap   10.967 eV

# 2
Formula: C4H8O
Source: the Open Molecules 2025 dataset
Level of theory: wB97M-V/def2-TZVPD

```
! wB97M-V def2-TZVPD RIJCOSX def2/J DEFGRID3
* xyz 0 1
C -1.29047 -0.81819 -0.07176
C -0.08958 0.07917 -0.20842
C 1.24763 -0.54929 0.11842
C -0.02834 1.50842 0.07801
O 0.13643 0.98694 -1.27145
H -1.32753 -1.12521 0.98186
H -2.23588 -0.33187 -0.32098
H -1.17964 -1.72898 -0.67042
H 1.31440 -0.79084 1.18141
H 2.01612 0.19137 -0.13140
H 1.42102 -1.43361 -0.49881
H -0.78653 2.27525 0.05375
H 0.80236 1.73685 0.75980
*
```

Computed properties:
LUMO   1.01 eV
Relative energy (zero: lowest compared OMol25 entry of this formula, charge and spin)   1.5329 eV
SMILES   CC1(C)CO1
Maximum force   1.11 eV Å⁻¹
Orbital gap   10.910 eV

# 3
Formula: C4H8O
Source: the Open Molecules 2025 dataset
Level of theory: wB97M-V/def2-TZVPD

```
! wB97M-V def2-TZVPD RIJCOSX def2/J DEFGRID3
* xyz 0 1
O -1.20973 -0.07535 -2.03020
C -0.88201 -0.61861 -0.76716
C 0.44059 -0.10568 -0.25026
C 0.83792 -0.40220 1.16455
C 0.46130 0.99943 0.77403
H -1.13776 0.88438 -1.95378
H -0.84653 -1.70395 -0.91026
H -1.66709 -0.41392 -0.01513
H 1.22610 -0.10320 -1.00311
H 0.13745 -0.97360 1.77041
H 1.88427 -0.61422 1.36811
H -0.49570 1.38295 1.12565
H 1.25117 1.74397 0.72717
*
```

Computed properties:
LUMO   1.08 eV
Relative energy (zero: lowest compared OMol25 entry of this formula, charge and spin)   1.0603 eV
SMILES   OCC1CC1
Maximum force   0.46 eV Å⁻¹
Orbital gap   11.235 eV

# 4
Formula: C4H8O
Source: the Open Molecules 2025 dataset
Level of theory: wB97M-V/def2-TZVPD

```
! wB97M-V def2-TZVPD RIJCOSX def2/J DEFGRID3
* xyz 0 1
C -1.61841 0.64415 0.15774
C -1.48578 -0.59802 -0.31068
O -0.33542 -1.31280 -0.11178
C 0.74077 -0.58072 0.51281
C 1.48711 0.34869 -0.44367
H -0.97087 1.24245 0.79912
H -2.58523 1.15179 -0.13260
H -2.23613 -1.18366 -0.74057
H 0.50276 -0.09678 1.48611
H 1.57289 -1.33415 0.70265
H 2.15729 0.93215 0.13642
H 0.71454 1.02206 -0.89519
H 2.05647 -0.23517 -1.16036
*
```

Computed properties:
LUMO   1.14 eV
Relative energy (zero: lowest compared OMol25 entry of this formula, charge and spin)   1.5442 eV
SMILES   C=COCC
Maximum force   3.45 eV Å⁻¹
Orbital gap   10.028 eV

# 5
Formula: C4H8O
Source: the Open Molecules 2025 dataset
Level of theory: wB97M-V/def2-TZVPD

```
! wB97M-V def2-TZVPD RIJCOSX def2/J DEFGRID3
* xyz 0 1
C -0.78121 1.77165 -0.36295
C -0.76241 0.30960 -0.09618
C 0.32668 -0.40302 0.28145
O 1.56740 0.00248 1.01757
C 0.52701 -1.82742 0.13075
H -1.80295 2.16548 -0.34623
H -0.20296 2.25843 0.44340
H -0.22378 1.98128 -1.29627
H -1.69076 -0.18608 -0.25689
H 1.22217 0.55460 -0.03506
H 1.48390 -2.07833 -0.34391
H 0.69901 -2.16509 1.17319
H -0.36210 -2.38357 -0.30886
*
```

Computed properties:
LUMO   0.54 eV
Relative energy (zero: lowest compared OMol25 entry of this formula, charge and spin)   3.8377 eV
Maximum force   6.38 eV Å⁻¹
Orbital gap   9.357 eV

# 6
Formula: C4H8O
Source: the Open Molecules 2025 dataset
Level of theory: wB97M-V/def2-TZVPD

```
! wB97M-V def2-TZVPD RIJCOSX def2/J DEFGRID3
* xyz 0 1
C 0.96786 -0.05742 -1.00027
C 2.00275 0.47442 -0.12109
O 1.55292 -0.86353 0.01656
H -0.05425 0.24602 -0.80503
H 1.19253 -0.36370 -2.02078
H 3.01272 0.60502 -0.50471
H 1.71206 1.14091 0.69286
C -1.91426 0.38974 0.88111
C -1.58342 -0.79937 0.38944
H -2.54984 1.08043 0.33145
H -1.52765 0.73330 1.83695
H -1.92698 -1.12470 -0.59116
H -0.88444 -1.46111 0.89468
*
```

Computed properties:
LUMO   1.15 eV
Relative energy (zero: lowest compared OMol25 entry of this formula, charge and spin)   2.6126 eV
SMILES   C1CO1.C=C
Maximum force   0.37 eV Å⁻¹
Orbital gap   11.114 eV